(1)
DFT (ωB97M-V with the def2-TZVPD basis set) results for one molecule with the formula C5H12N2O.

```
20
Properties=species:S:1:pos:R:3
N 0.538 2.147 -2.330
C 0.358 1.288 -1.157
C 0.033 -0.183 -1.329
C -0.656 -0.872 -0.119
C 0.119 -0.921 1.195
N 0.392 0.239 1.977
C -0.688 -1.756 2.178
O -1.890 -1.747 2.236
H -0.383 2.308 -2.723
H 1.120 1.713 -3.044
H 1.339 1.267 -0.584
H -0.263 1.858 -0.423
H -0.673 -0.375 -2.162
H 0.916 -0.752 -1.653
H -1.481 -0.200 0.122
H -0.768 -1.878 -0.534
H 1.029 -1.493 1.002
H 1.337 0.549 2.105
H -0.282 0.952 2.187
H -0.096 -2.143 3.058
```

Properties
Orbital gap: 9.87 eV
HOMO level: -8.964 eV
Structure (SMILES): NCCC[C@@H](N)C=O
E: -10406.0129 eV
Total charge: 0
Relative energy (zero: lowest compared OMol25 entry of this formula, charge and spin): 232.6 kJ/mol



(2)
DFT (ωB97M-V with the def2-TZVPD basis set) results for a 3-piece molecular cluster, C5H10O overall.

```
16
Properties=species:S:1:pos:R:3
C 0.021 1.938 -0.182
C 1.261 1.097 -0.429
C 1.413 -0.285 0.140
C 1.206 -0.227 -1.137
H -0.189 2.592 -1.037
H -0.859 1.308 -0.011
H 0.153 2.578 0.699
H 2.170 1.696 -0.550
H 1.577 -0.868 1.035
H 1.086 -0.731 -2.085
H -0.483 -1.652 2.697
H -1.033 -1.340 2.301
C -1.575 -1.531 -0.364
O -2.268 -0.856 0.356
H -1.581 -1.410 -1.464
H -0.897 -2.310 0.033
```

Properties
Orbital gap: 10.45 eV
HOMO level: -9.596 eV
Structure (SMILES): CC1C=C1.[H][H].C=O
E: -7390.1879 eV
Total charge: 0
Relative energy (zero: lowest compared OMol25 entry of this formula, charge and spin): 441.7 kJ/mol